(1)
{"formula": "C12H14BrN4NiOS2", "method": "ωB97M-V/def2-TZVPD", "symbols": ["Ni", "O", "N", "C", "C", "C", "C", "C", "S", "H", "H", "H", "H", "C", "C", "C", "C", "C", "Br", "N", "C", "H", "H", "H", "H", "H", "H", "N", "C", "N", "S", "H", "H", "H", "H"], "coordinates": [[0.3921, -0.1205, -0.1175], [0.8283, 1.6025, -0.6680], [0.5170, 1.9399, -1.9397], [0.8037, 3.2017, -2.3273], [0.4928, 3.6216, -3.5872], [-0.1372, 2.7239, -4.4597], [-0.4253, 1.4519, -4.0392], [-0.0884, 1.0357, -2.7419], [-0.3550, -0.5431, -2.1250], [1.2687, 3.8144, -1.5709], [0.7285, 4.6317, -3.8845], [-0.3977, 3.0352, -5.4617], [-0.9123, 0.7363, -4.6854], [-3.6559, -2.0894, 2.5025], [-2.3969, -2.4615, 1.7745], [-1.9841, -3.7800, 1.6116], [-0.8177, -4.0680, 0.9287], [-0.0758, -3.0197, 0.4141], [1.5051, -3.3722, -0.5269], [-0.4495, -1.7495, 0.5589], [-1.5855, -1.4862, 1.2253], [-4.1460, -2.9724, 2.9072], [-4.3580, -1.5899, 1.8344], [-3.4433, -1.4110, 3.3288], [-2.5792, -4.5864, 2.0215], [-0.4778, -5.0829, 0.7888], [-1.8446, -0.4381, 1.3182], [2.8332, 2.0620, 1.1581], [2.6463, 1.0990, 2.0446], [3.4355, 1.0432, 3.1196], [1.4427, -0.1093, 1.8911], [3.5603, 2.7477, 1.2768], [2.2212, 2.1043, 0.3463], [4.1467, 1.7308, 3.3011], [3.3080, 0.2987, 3.7828]], "homo_energy_ha": [-0.4100, -0.4090], "homo_lumo_gap_ev": [8.35, 8.32], "relative_energy_kcal_mol": 2.3, "spin_multiplicity": 1, "total_charge": 1, "fmax_ev_per_a": 0.41}



(2)
{"formula": "C5H5N", "method": "ωB97M-V/def2-TZVPD", "symbols": ["C", "C", "C", "C", "C", "N", "H", "H", "H", "H", "H"], "coordinates": [[-2.0097, -0.1571, -0.9741], [-0.9116, -0.8834, -0.8851], [0.2676, -1.0218, -0.4435], [1.3244, -0.6274, 0.2523], [2.3563, 0.1764, -0.3341], [3.1861, 0.8495, -0.7814], [-2.1307, 0.5793, -1.7637], [-2.7936, -0.2412, -0.2258], [1.4015, -0.8398, 1.3165], [-0.8020, 1.2052, 0.2930], [-0.1107, 1.1379, 0.5735]], "homo_energy_ha": -0.3576, "homo_lumo_gap_ev": 8.97, "relative_energy_kcal_mol": 109.1, "spin_multiplicity": 1, "fmax_ev_per_a": 1.06}



(3)
{"formula": "C9H27NSi3", "method": "ωB97M-V/def2-TZVPD", "symbols": ["N", "C", "C", "C", "C", "C", "C", "C", "C", "C", "Si", "Si", "Si", "H", "H", "H", "H", "H", "H", "H", "H", "H", "H", "H", "H", "H", "H", "H", "H", "H", "H", "H", "H", "H", "H", "H", "H", "H", "H", "H"], "coordinates": [[0.3512, -0.5224, 0.0675], [-1.2653, -2.4610, 0.5177], [-2.3824, 0.3696, 1.1227], [-2.5440, -1.1161, -1.6568], [3.0276, -0.5546, 1.1076], [0.5845, -1.1187, 2.8625], [1.0229, 1.7844, 1.9962], [0.4993, -0.3938, -2.9231], [1.8658, 1.5570, -1.2939], [-0.8670, 2.0370, -1.8366], [-1.4308, -0.6865, -0.1566], [1.2461, -0.0241, 1.5038], [0.2256, 0.6128, -1.3078], [-0.2150, -2.5907, 0.6105], [-1.7039, -2.6062, 1.4922], [-1.6693, -3.2235, -0.1561], [-1.9868, 0.0827, 2.1010], [-2.1429, 1.3995, 0.9489], [-3.4562, 0.1706, 1.2217], [-3.5691, -0.8020, -1.4141], [-2.1602, -0.5405, -2.4900], [-2.6141, -2.1906, -1.8436], [3.6280, -0.9003, 1.9366], [3.5618, 0.2810, 0.6392], [2.8760, -1.3846, 0.3878], [-0.1350, -0.5047, 3.4240], [0.0486, -1.9947, 2.4925], [1.3132, -1.4760, 3.5821], [0.7223, 1.7955, 3.0434], [0.2815, 2.3495, 1.4323], [1.9913, 2.2716, 1.9696], [-0.1624, -1.2540, -2.9782], [0.2815, 0.2579, -3.7571], [1.5262, -0.7469, -2.9573], [1.7013, 2.3513, -0.6156], [2.6154, 0.8496, -0.9540], [2.1218, 2.0391, -2.2092], [-1.0448, 1.8073, -2.8872], [-1.8266, 2.1311, -1.3098], [-0.3160, 2.9446, -1.7126]], "homo_energy_ha": -0.3287, "homo_lumo_gap_ev": 9.31, "relative_energy_kcal_mol": 54.5, "spin_multiplicity": 1, "fmax_ev_per_a": 6.05}